Record 1
Below is one molecule with the formula C3HClNP in a non-equilibrium geometry, with properties calculated with the ωB97M-V functional and the def2-TZVPD basis.

Results
ΔE to the lowest compared entry with this formula, charge and spin = 57.3 kcal/mol
orbital gap (spin up / spin down) = 6.415 / 6.951 eV
maximum force = 4.78 eV/A

```
! RIJCOSX wB97M-V def2-TZVPD def2/J DEFGRID3
* xyz 0 1
C -2.435 0.969 -0.093
N -3.346 1.007 0.560
C -0.127 1.463 -1.001
Cl 2.792 0.059 0.183
P 1.840 1.808 0.088
H 0.381 1.714 -1.947
C -1.297 1.124 -0.861
*
```

Mulliken atomic charge list, values in e, 2 entries:
1 C 0.274
2 N -0.316



Record 2
Below is a 2-piece molecular cluster, C12H21N2O2 overall in a non-equilibrium geometry, with properties calculated with the ωB97M-V functional and the def2-TZVPD basis.

Results
ΔE to the lowest compared entry with this formula, charge and spin = 6.4 kcal/mol
orbital gap = 7.002 eV
maximum force = 1.85 eV/A

```
! RIJCOSX wB97M-V def2-TZVPD def2/J DEFGRID3
* xyz 1 1
H -0.706 -2.190 2.479
C -2.217 3.763 -2.690
O -1.183 4.646 -2.281
H 5.013 -2.593 -0.088
H -2.420 1.597 -2.662
H -3.598 -1.083 -0.277
C -1.469 -2.464 1.738
H 4.663 -3.123 1.602
C 2.550 0.320 1.223
H 2.769 -2.968 0.196
H -3.662 -0.179 1.255
C 0.376 -0.525 0.534
H -3.853 -1.949 1.269
C 5.093 -2.327 0.977
H -0.805 1.421 -0.896
H 0.414 -2.535 -0.303
C 2.331 -1.984 0.413
H -1.084 -3.266 1.097
C 3.136 -0.938 0.943
H 0.758 1.486 1.241
C -3.341 -1.116 0.789
H 3.195 1.103 1.626
H -2.440 3.946 -3.745
N -1.036 2.336 -1.244
H -1.424 2.979 -0.566
C -1.065 -0.362 0.535
C 0.994 -1.747 0.167
C -1.652 2.367 -2.533
H -2.348 -2.850 2.255
H -1.558 0.604 0.376
H 6.133 -2.144 1.250
H -0.875 2.194 -3.293
H -3.079 3.876 -2.016
O 4.455 -1.061 1.251
N -1.898 -1.301 0.961
C 1.208 0.527 1.004
H -1.374 5.541 -2.585
*
```

Mulliken atomic charge list, values in e, 2 entries:
1 H 0.351
2 C -0.570



Record 3
Below is C22H25F2N3O5S as an isolated structure in a non-equilibrium geometry, with properties calculated with the ωB97M-V functional and the def2-TZVPD basis.

Results
ΔE to the lowest compared entry with this formula, charge and spin = 490.8 kcal/mol
orbital gap = 6.910 eV
maximum force = 16.58 eV/A

```
! RIJCOSX wB97M-V def2-TZVPD def2/J DEFGRID3
* xyz 0 1
C 3.443 -1.779 -0.721
C -0.583 1.229 -1.200
H -4.125 0.086 -1.848
H 7.549 1.973 0.083
C -1.862 1.103 -1.365
H -2.131 3.141 0.482
C -4.618 -1.336 0.804
C 5.970 -1.740 -0.145
S 0.593 -0.340 -1.005
C -1.264 3.869 0.643
H 7.078 -1.878 -0.052
O 5.902 0.656 0.009
C -3.555 -3.220 1.926
H 3.929 1.523 -0.331
H -4.549 -0.438 0.794
H -1.073 3.637 -1.523
C -0.567 3.527 -0.717
C -2.268 -0.482 -1.561
F 8.031 0.055 -1.007
F 7.823 0.128 1.116
H -3.745 -3.863 1.265
C -1.723 0.982 2.109
H -6.046 -1.663 -1.024
C 7.277 0.910 -0.225
O -1.349 -1.450 -1.342
C -0.528 2.996 1.588
C 3.936 -0.705 -0.418
N -3.541 -0.723 -1.824
H -5.462 -1.633 1.690
H -4.407 -3.379 2.540
C -4.184 -2.184 -1.375
O -3.404 -1.918 1.333
H 0.349 4.230 -0.679
H -1.566 4.779 0.778
C 4.024 -3.020 -0.521
C 5.368 -0.539 -0.262
O -0.531 1.600 1.926
C -2.761 1.967 -1.658
H -1.695 0.005 1.983
C 5.379 -3.048 -0.552
H 0.395 3.261 1.787
H -1.781 1.015 3.327
H -4.296 -2.355 -2.600
C 3.313 0.447 -0.459
H -5.600 -3.172 -0.292
C -5.162 -2.089 -0.527
O 2.171 3.230 -0.580
H -3.252 -2.665 -1.276
N -3.807 2.660 -1.658
H -2.730 1.367 1.795
H -2.711 -3.403 2.341
H 6.027 -4.000 -0.375
C 1.524 2.351 -0.618
H 2.239 -1.941 -0.921
H 3.550 -3.896 -0.813
C 1.896 0.843 -0.571
H -1.057 3.147 2.742
N 0.163 2.143 -1.018
*
```

Mulliken atomic charge list, values in e, 2 entries:
1 C 0.448
2 C 0.615



Record 4
Below is C40H40ClIN2OP3RuSe2 as an isolated structure in a non-equilibrium geometry, with properties calculated with the ωB97M-V functional and the def2-TZVPD basis.

Results
ΔE to the lowest compared entry with this formula, charge and spin = 26.6 kcal/mol
orbital gap (spin up / spin down) = 7.111 / 6.144 eV
<S²> = 0.76
maximum force = 1.55 eV/A

```
! RIJCOSX wB97M-V def2-TZVPD def2/J DEFGRID3
* xyz 0 2
H 0.757 3.460 -2.990
C -0.949 -3.002 -0.409
H -2.989 -0.279 -3.242
C -3.339 -2.968 -0.550
C 0.139 2.626 -2.650
H -0.073 3.888 0.937
H 0.404 -6.107 -0.552
C 0.338 -5.030 -0.477
H -4.269 -4.894 -0.841
H 5.211 -1.703 -0.359
Cl -2.190 -6.804 -0.882
P -0.631 0.015 -2.803
H 3.337 0.345 3.793
P -2.273 1.196 1.749
H 2.261 3.858 -0.914
H -2.344 -1.481 2.947
H 2.399 -0.734 -3.403
C -2.162 -2.252 -0.383
C -2.421 4.947 4.432
C -2.961 3.855 2.357
C -2.332 2.695 2.793
C 2.912 -0.281 -0.794
H 2.208 -2.257 -0.148
H 0.299 1.504 -4.527
H -2.158 0.605 -4.553
C 4.874 0.892 0.298
C -2.246 0.488 -3.472
H -1.353 3.752 5.863
I -5.122 -1.913 -0.576
H 5.301 1.053 -0.686
N 0.174 -2.234 -0.305
C -3.350 -1.083 2.977
C -0.194 -1.446 -3.786
H 6.472 -3.092 -1.948
N 1.714 0.030 -1.011
C 4.955 1.217 2.680
Se -2.742 1.704 -0.305
C 2.168 2.798 -0.672
H -6.491 -1.906 3.940
H 2.505 2.631 0.351
H -3.489 5.881 2.823
H -2.593 1.416 -3.027
C -1.803 3.785 4.879
C -4.393 -1.832 3.512
C -5.680 -1.320 3.527
C 3.681 0.182 0.424
H -5.102 1.663 2.034
H -2.446 5.825 5.065
C -0.925 -4.402 -0.528
C -4.900 0.688 2.462
H 5.451 1.617 3.556
P 0.423 2.333 -0.851
C 4.873 -1.779 -1.384
H 0.089 -1.152 -4.798
C 3.142 -0.011 1.689
H 5.711 -3.301 -4.293
C -3.602 0.178 2.454
O -2.080 -0.985 -0.189
C -3.003 4.979 3.175
H -4.196 -2.820 3.908
H 0.112 4.681 -0.647
C 0.435 1.355 -3.452
C -5.934 -0.058 3.000
C -2.164 -5.070 -0.686
C 4.006 -2.024 -4.002
C 5.583 -2.570 -2.280
H 3.664 -2.114 -5.026
H -1.392 3.806 -0.227
H -0.904 2.936 -2.749
H 1.464 1.042 -3.278
H 0.626 -1.983 -3.313
H -1.051 -2.121 -3.838
C -0.317 3.822 -0.125
H 6.423 1.977 1.307
H 2.219 -0.567 1.786
Se -0.338 0.223 2.057
H -1.261 1.767 4.411
C -3.334 -4.367 -0.704
H 2.437 -4.702 -0.264
C 3.297 -1.247 -3.101
C 5.156 -2.690 -3.593
Ru -0.182 0.083 -0.558
H 2.792 2.211 -1.335
H -3.414 3.876 1.373
C 3.720 -1.106 -1.784
C 5.505 1.414 1.418
C 1.451 -4.261 -0.324
C 1.327 -2.859 -0.257
C 3.775 0.499 2.814
H -6.941 0.340 3.005
C -1.757 2.665 4.064
*
```

Mulliken atomic charge list, values in e, 2 entries:
1 H 0.717
2 C -0.908



Please write out number 4 again, unchanged.
Below is C40H40ClIN2OP3RuSe2 as an isolated structure in a non-equilibrium geometry, with properties calculated with the ωB97M-V functional and the def2-TZVPD basis.

Results
ΔE to the lowest compared entry with this formula, charge and spin = 26.6 kcal/mol
orbital gap (spin up / spin down) = 7.111 / 6.144 eV
<S²> = 0.76
maximum force = 1.55 eV/A

```
! RIJCOSX wB97M-V def2-TZVPD def2/J DEFGRID3
* xyz 0 2
H 0.757 3.460 -2.990
C -0.949 -3.002 -0.409
H -2.989 -0.279 -3.242
C -3.339 -2.968 -0.550
C 0.139 2.626 -2.650
H -0.073 3.888 0.937
H 0.404 -6.107 -0.552
C 0.338 -5.030 -0.477
H -4.269 -4.894 -0.841
H 5.211 -1.703 -0.359
Cl -2.190 -6.804 -0.882
P -0.631 0.015 -2.803
H 3.337 0.345 3.793
P -2.273 1.196 1.749
H 2.261 3.858 -0.914
H -2.344 -1.481 2.947
H 2.399 -0.734 -3.403
C -2.162 -2.252 -0.383
C -2.421 4.947 4.432
C -2.961 3.855 2.357
C -2.332 2.695 2.793
C 2.912 -0.281 -0.794
H 2.208 -2.257 -0.148
H 0.299 1.504 -4.527
H -2.158 0.605 -4.553
C 4.874 0.892 0.298
C -2.246 0.488 -3.472
H -1.353 3.752 5.863
I -5.122 -1.913 -0.576
H 5.301 1.053 -0.686
N 0.174 -2.234 -0.305
C -3.350 -1.083 2.977
C -0.194 -1.446 -3.786
H 6.472 -3.092 -1.948
N 1.714 0.030 -1.011
C 4.955 1.217 2.680
Se -2.742 1.704 -0.305
C 2.168 2.798 -0.672
H -6.491 -1.906 3.940
H 2.505 2.631 0.351
H -3.489 5.881 2.823
H -2.593 1.416 -3.027
C -1.803 3.785 4.879
C -4.393 -1.832 3.512
C -5.680 -1.320 3.527
C 3.681 0.182 0.424
H -5.102 1.663 2.034
H -2.446 5.825 5.065
C -0.925 -4.402 -0.528
C -4.900 0.688 2.462
H 5.451 1.617 3.556
P 0.423 2.333 -0.851
C 4.873 -1.779 -1.384
H 0.089 -1.152 -4.798
C 3.142 -0.011 1.689
H 5.711 -3.301 -4.293
C -3.602 0.178 2.454
O -2.080 -0.985 -0.189
C -3.003 4.979 3.175
H -4.196 -2.820 3.908
H 0.112 4.681 -0.647
C 0.435 1.355 -3.452
C -5.934 -0.058 3.000
C -2.164 -5.070 -0.686
C 4.006 -2.024 -4.002
C 5.583 -2.570 -2.280
H 3.664 -2.114 -5.026
H -1.392 3.806 -0.227
H -0.904 2.936 -2.749
H 1.464 1.042 -3.278
H 0.626 -1.983 -3.313
H -1.051 -2.121 -3.838
C -0.317 3.822 -0.125
H 6.423 1.977 1.307
H 2.219 -0.567 1.786
Se -0.338 0.223 2.057
H -1.261 1.767 4.411
C -3.334 -4.367 -0.704
H 2.437 -4.702 -0.264
C 3.297 -1.247 -3.101
C 5.156 -2.690 -3.593
Ru -0.182 0.083 -0.558
H 2.792 2.211 -1.335
H -3.414 3.876 1.373
C 3.720 -1.106 -1.784
C 5.505 1.414 1.418
C 1.451 -4.261 -0.324
C 1.327 -2.859 -0.257
C 3.775 0.499 2.814
H -6.941 0.340 3.005
C -1.757 2.665 4.064
*
```

Mulliken atomic charge list, values in e, 2 entries:
1 H 0.717
2 C -0.908



- Which of these has the lowest ΔE to the lowest compared entry with this formula, charge and spin?
  C12H21N2O2



- The highest maximum force belongs to which entry?
  C22H25F2N3O5S